(1)
104
Properties=species:S:1:pos:R:3:lowdin_charge:R:1 method="wB97M-V/def2-TZVPD" gap_ev=8.514 lumo_ev=-0.25 spin_multiplicity=1 charge=0 homo_energy_ev=-8.765
C 3.0800 -1.0397 1.2574 -0.09
C 1.8401 -0.4213 0.6384 -0.23
C 2.0263 0.8684 -0.2037 -0.19
C 3.4492 1.3768 -0.3932 -0.18
C 4.3671 0.5755 -1.2849 -0.14
C 3.9019 -0.5095 -1.9623 0.04
C 4.7556 -1.2664 -2.7968 -0.35
N 4.4227 -2.3314 -3.5247 -0.22
S 5.7697 -2.8043 -4.2758 1.01
N 6.7815 -1.7219 -3.7232 -0.24
C 6.0990 -0.9213 -2.9094 -0.37
C 6.5820 0.1915 -2.2087 0.03
C 5.7623 0.9298 -1.4278 -0.22
C 6.4165 2.0922 -0.7404 -0.62
Br 5.6154 3.7722 -1.3718 0.76
C 6.4944 1.9788 0.7630 -0.27
C 7.0585 3.1914 1.4697 -0.12
H 3.7773 -0.3267 1.6693 0.07
H 2.7689 -1.6615 2.0842 0.06
H 3.5890 -1.7027 0.5777 0.06
H 1.1568 -0.1770 1.4379 0.07
H 1.3562 -1.1563 0.0115 0.09
H 1.4996 1.6544 0.3138 0.10
H 1.5622 0.7797 -1.1766 0.10
H 3.8747 1.5312 0.5827 0.09
H 3.3774 2.3595 -0.8328 0.07
H 2.8855 -0.8268 -1.8942 0.10
H 7.6212 0.4486 -2.3024 0.13
H 7.4249 2.1335 -1.1060 0.08
H 5.5505 1.7222 1.2119 0.09
H 7.1575 1.1473 0.9601 0.12
H 8.1287 3.2710 1.3371 0.08
H 6.8770 3.1027 2.5293 0.07
H 6.5889 4.1059 1.1445 0.03
O -0.6199 0.9981 2.3318 0.08
C -1.7682 0.7187 2.0997 -0.51
O -2.4561 0.0363 3.0343 0.00
C -3.8662 -0.1842 2.9065 -0.23
C -4.1788 -1.4013 2.0613 -0.05
C -2.4343 1.0130 0.7812 0.01
H -4.3608 0.7099 2.5316 0.08
H -4.2178 -0.3394 3.9262 0.12
H -3.8245 -1.2795 1.0379 0.07
H -5.2546 -1.5750 2.0318 0.08
H -3.6910 -2.2838 2.4775 0.08
H -2.1791 0.2211 0.0863 0.08
H -2.0394 1.9531 0.4014 0.10
H -3.5142 1.1045 0.8340 0.05
O -3.5114 0.1584 -1.8534 0.09
C -3.6918 0.8070 -2.8487 -0.52
O -3.4600 0.2301 -4.0364 0.00
C -3.7923 0.8381 -5.2864 -0.23
C -2.7027 1.7698 -5.7740 -0.06
C -4.0979 2.2613 -2.7800 0.02
H -4.7634 1.3321 -5.2262 0.11
H -3.9043 0.0038 -5.9753 0.13
H -2.5536 2.6088 -5.0936 0.07
H -2.9552 2.1664 -6.7573 0.08
H -1.7573 1.2327 -5.8459 0.08
H -3.2013 2.8639 -2.6403 0.10
H -4.7435 2.3859 -1.9134 0.08
H -4.6348 2.6180 -3.6555 0.07
O -5.8307 1.9352 1.0029 0.10
C -6.2768 2.8839 1.5900 -0.52
O -5.5058 3.4705 2.5216 0.00
C -5.8569 4.6968 3.1698 -0.23
C -6.7567 4.4723 4.3668 -0.06
C -7.6881 3.3740 1.3638 0.02
H -6.2872 5.3983 2.4541 0.11
H -4.9072 5.1185 3.4921 0.12
H -7.7117 4.0340 4.0773 0.07
H -6.9529 5.4161 4.8752 0.08
H -6.2809 3.7889 5.0694 0.08
H -8.3634 2.7758 1.9736 0.10
H -7.9343 3.2197 0.3169 0.09
H -7.8387 4.4260 1.5921 0.07
O -1.5380 -3.9839 -7.2729 0.10
C -0.9037 -3.9717 -6.2531 -0.53
O -0.7729 -2.8111 -5.5903 0.00
C -0.1820 -2.7157 -4.2890 -0.23
C 1.3260 -2.6039 -4.3625 -0.08
C -0.1959 -5.2072 -5.7405 0.01
H -0.5061 -3.5446 -3.6581 0.11
H -0.6076 -1.8116 -3.8584 0.12
H 1.7750 -3.4912 -4.8082 0.07
H 1.7548 -2.4726 -3.3727 0.05
H 1.6086 -1.7516 -4.9808 0.09
H 0.7652 -5.2893 -6.2455 0.09
H -0.8015 -6.0719 -5.9978 0.09
H -0.0350 -5.2179 -4.6657 0.07
O 4.6187 -2.8925 5.2850 0.11
C 3.5140 -3.0962 5.7027 -0.53
O 2.6610 -3.8316 4.9668 0.00
C 1.3912 -4.2808 5.4406 -0.24
C 0.3111 -3.2340 5.2561 -0.06
C 3.0305 -2.4733 6.9950 0.01
H 1.4653 -4.6211 6.4748 0.11
H 1.1656 -5.1568 4.8354 0.12
H 0.5165 -2.3351 5.8367 0.07
H -0.6567 -3.6286 5.5663 0.08
H 0.2484 -2.9380 4.2094 0.08
H 2.6858 -1.4621 6.7844 0.10
H 3.8738 -2.4230 7.6781 0.09
H 2.2355 -3.0262 7.4897 0.07

***

(2)
99
Properties=species:S:1:pos:R:3:lowdin_charge:R:1 method="wB97M-V/def2-TZVPD" gap_ev="5.359 / 8.321" lumo_ev="-5.03 / -2.51" spin_multiplicity=5 charge=+1 homo_energy_ev="-10.387 / -10.832"
O 0.6054 -2.6003 -2.5618 -0.12
O -1.1614 -1.8563 -4.6607 -0.23
C 1.9242 -2.7060 -3.2577 -0.14
C 2.8419 -3.3625 -2.2718 -0.03
H 2.1845 -1.6788 -3.5118 0.12
H 1.7374 -3.2747 -4.1718 0.12
H 2.8146 -2.8499 -1.3071 0.10
H 3.8611 -3.3440 -2.6458 0.10
H 2.5661 -4.4020 -2.1059 0.09
C -0.2397 -3.8661 -2.4018 -0.11
C -0.1583 -4.7345 -3.6074 -0.06
H -1.2440 -3.5059 -2.1855 0.13
H 0.1856 -4.3119 -1.5047 0.13
H -0.6660 -4.2688 -4.4534 0.07
H -0.6614 -5.6830 -3.3979 0.11
H 0.8698 -4.9796 -3.8720 0.08
C -2.5622 -1.7270 -4.3375 -0.25
C -0.6716 -1.2266 -5.8506 -0.26
C -3.2718 -3.0103 -4.6784 -0.06
H -2.9950 -0.8488 -4.8526 0.13
H -2.5975 -1.5521 -3.2484 0.11
H -3.2106 -3.2135 -5.7510 0.08
H -4.3218 -2.9284 -4.3951 0.09
H -2.8298 -3.8543 -4.1398 0.07
C -1.0145 -2.0281 -7.0807 -0.07
H 0.4144 -1.1828 -5.7007 0.11
H -1.0560 -0.1947 -5.9082 0.12
H -0.6957 -3.0691 -6.9752 0.08
H -0.4972 -1.5955 -7.9362 0.08
H -2.0872 -2.0095 -7.2760 0.08
H 0.1820 -1.7051 -2.5996 0.08
N 1.5401 1.1512 0.9867 0.01
C 1.4487 2.4136 1.4149 -0.30
C 0.3038 3.2043 1.2285 -0.01
C -0.9948 2.7820 0.9398 -0.32
C 2.6312 3.0348 2.1083 0.01
H 3.5088 3.0975 1.4463 0.10
H 2.9228 2.4920 3.0200 0.10
H 2.3710 4.0581 2.4031 0.09
C -2.1011 3.8030 0.9105 0.01
H -2.8238 3.6406 1.7225 0.10
H -2.6474 3.7830 -0.0445 0.09
H -1.6753 4.8066 1.0357 0.09
N -1.3024 1.4839 0.7606 0.01
C 2.6858 0.3306 1.2399 -0.20
C 3.7143 0.2409 0.2756 -0.22
C 3.6264 0.9295 -1.0519 -0.04
C 4.8432 -0.5257 0.5659 -0.05
H 5.6402 -0.5931 -0.1825 0.12
C 4.9576 -1.1828 1.7894 -0.06
H 5.8542 -1.7612 2.0077 0.11
C 3.9364 -1.0942 2.7314 -0.03
H 4.0121 -1.6158 3.6843 0.12
C 2.8001 -0.3331 2.4772 -0.21
C 1.7091 -0.2533 3.4933 -0.03
C -2.5906 1.0002 1.1337 -0.21
C -3.5479 0.7243 0.1385 -0.21
C -3.2497 0.9916 -1.3019 -0.04
C -4.8132 0.2804 0.5300 -0.04
H -5.5574 0.0916 -0.2438 0.11
C -5.1104 0.0794 1.8773 -0.06
H -6.1019 -0.2739 2.1694 0.11
C -4.1501 0.3448 2.8540 -0.03
H -4.3627 0.1820 3.9097 0.12
C -2.8905 0.8283 2.5028 -0.22
C -1.8772 1.1434 3.5564 -0.02
Mn 0.0740 0.3411 -0.1495 0.96
H 3.3357 0.2247 -1.8483 0.07
H 4.6110 1.3319 -1.3363 0.10
H 2.9093 1.7570 -1.0506 0.04
H 1.4056 0.7791 3.7063 0.07
H 2.0586 -0.6951 4.4328 0.09
H 0.8171 -0.8151 3.1815 0.06
H -3.9077 0.3886 -1.9373 0.08
H -2.2125 0.7527 -1.5680 0.03
H -3.4238 2.0460 -1.5625 0.08
H -0.9314 0.6119 3.3980 0.06
H -2.2701 0.8293 4.5278 0.09
H -1.6590 2.2163 3.6198 0.09
H 0.4321 4.2670 1.4414 0.12
C 0.2321 0.3299 -2.2625 -0.27
Si 0.3932 2.0194 -3.0758 0.42
H 1.1533 -0.2562 -2.4240 -0.01
H -0.6526 -0.1872 -2.6613 0.00
C 1.6126 1.8640 -4.5004 -0.17
C 0.9849 3.4937 -2.0836 -0.17
C -1.2483 2.5596 -3.8090 -0.17
H -1.8120 1.7264 -4.2417 0.02
H -1.0247 3.2695 -4.6194 0.05
H -1.8782 3.0754 -3.0773 0.02
H 2.5755 1.4647 -4.1567 0.03
H 1.7711 2.8750 -4.9009 0.04
H 1.2082 1.2197 -5.2885 0.02
H 1.8570 3.3189 -1.4483 0.01
H 0.1957 3.9302 -1.4598 0.03
H 1.2818 4.2601 -2.8160 0.05
O -0.9097 -1.6996 1.9232 -0.10
N -0.6062 -2.5103 1.0387 -0.20
O -0.3561 -2.0202 -0.1231 -0.23